{
  "formula": "C13H26Cl2O3SiV",
  "method": "the ωB97M-V functional and the def2-TZVPD basis",
  "homo_energy_ev": [0.4355, 0.4392],
  "multiplicity": 2,
  "orbital_gap_ev": [4.730, 4.726],
  "charge": -2,
  "elements": ["C", "C", "C", "C", "C", "C", "C", "C", "C", "C", "V", "Cl", "Cl", "O", "H", "H", "H", "H", "H", "H", "H", "H", "H", "H", "H", "H", "H", "H", "H", "H", "O", "H", "C", "Si", "C", "C", "O", "H", "H", "H", "H", "H", "H", "H", "H", "H"],
  "positions_angstrom": [[-0.651, 0.938, -1.981], [-1.495, -0.199, -1.780], [-0.663, -1.311, -1.411], [-2.945, -0.291, -2.144], [0.708, -0.926, -1.656], [0.714, 0.485, -1.983], [1.880, 1.220, -2.448], [-1.143, 2.294, -2.296], [-1.163, -2.631, -0.940], [1.853, -1.844, -1.779], [0.167, 0.276, 0.218], [-2.094, 0.444, 0.868], [0.285, 2.550, 0.811], [2.090, 0.223, 0.554], [-3.455, 0.658, -1.943], [-3.427, -1.099, -1.580], [-3.059, -0.512, -3.215], [-2.002, -2.493, -0.242], [-0.362, -3.152, -0.412], [-1.503, -3.265, -1.769], [1.736, -2.677, -1.102], [2.761, -1.316, -1.545], [1.965, -2.255, -2.775], [2.778, 0.707, -2.150], [1.941, 2.309, -1.884], [1.898, 1.356, -3.526], [-2.016, 2.514, -1.675], [-1.430, 2.398, -3.344], [-0.350, 3.007, -2.075], [2.450, -0.403, 1.210], [1.937, 3.065, -0.960], [2.525, 3.053, -0.196], [-1.442, 0.703, 3.784], [0.011, -0.474, 3.438], [1.457, 0.659, 3.915], [-0.020, -1.941, 4.597], [0.195, -0.868, 1.881], [-1.456, 0.980, 4.856], [-2.419, 0.259, 3.514], [-1.305, 1.647, 3.192], [1.387, 0.917, 4.992], [2.409, 0.145, 3.723], [1.408, 1.584, 3.309], [-0.882, -2.595, 4.469], [0.877, -2.555, 4.494], [-0.032, -1.581, 5.625]]
}

{
  "formula": "C13H26ClGaO7P",
  "method": "the ωB97M-V functional and the def2-TZVPD basis",
  "homo_energy_ev": -4.2700,
  "multiplicity": 1,
  "orbital_gap_ev": 6.176,
  "charge": -1,
  "e_above_lowest_kj_mol": 247.0,
  "elements": ["C", "C", "C", "Ga", "C", "C", "P", "O", "Cl", "H", "H", "H", "H", "H", "H", "H", "H", "H", "H", "H", "H", "H", "H", "C", "C", "C", "O", "C", "O", "O", "H", "H", "H", "H", "H", "H", "C", "C", "C", "O", "C", "O", "O", "H", "H", "H", "H", "H", "H"],
  "positions_angstrom": [[9.737, -0.599, -0.061], [8.354, -0.749, -0.965], [7.175, -1.607, -0.216], [5.581, -0.492, 0.483], [5.542, 1.477, -0.142], [5.576, 1.683, -1.780], [3.631, -1.710, 0.051], [2.917, -1.125, -1.425], [2.170, -1.223, 1.565], [10.464, 0.161, -0.596], [9.411, -0.234, 1.022], [10.281, -1.648, -0.023], [8.664, -1.383, -1.928], [8.029, 0.302, -1.366], [6.796, -2.510, -0.897], [7.681, -2.137, 0.724], [5.733, -0.450, 2.105], [6.349, 2.149, 0.426], [4.491, 1.919, 0.211], [4.463, 1.734, -2.208], [6.162, 0.854, -2.361], [6.014, 2.777, -1.960], [2.021, -1.581, -1.507], [-1.253, -1.138, 1.414], [-2.580, -0.485, 1.081], [-2.734, 0.886, 1.668], [-4.136, 0.998, 1.832], [-4.614, -0.274, 1.977], [-5.748, -0.550, 2.333], [-3.653, -1.198, 1.675], [-0.411, -0.502, 1.127], [-1.181, -1.366, 2.483], [-1.161, -2.094, 0.886], [-2.736, -0.475, -0.004], [-2.362, 1.666, 0.997], [-2.257, 1.000, 2.647], [-7.778, 0.850, 0.697], [-8.784, 0.316, -0.303], [-8.214, 0.116, -1.675], [-9.345, 0.291, -2.510], [-10.206, 1.106, -1.832], [-11.194, 1.628, -2.323], [-9.815, 1.263, -0.532], [-6.885, 0.219, 0.741], [-7.480, 1.875, 0.450], [-8.225, 0.889, 1.696], [-9.244, -0.604, 0.077], [-7.792, -0.885, -1.805], [-7.458, 0.860, -1.949]]
}

{
  "formula": "C13H26F2NO14S2Ti",
  "method": "the ωB97M-V functional and the def2-TZVPD basis",
  "homo_energy_ev": [-7.6228, -7.6149],
  "multiplicity": 4,
  "orbital_gap_ev": [7.735, 2.855],
  "charge": 0,
  "elements": ["Ti", "N", "S", "O", "O", "F", "S", "O", "O", "F", "C", "O", "C", "O", "O", "C", "H", "H", "H", "H", "H", "H", "C", "O", "C", "O", "O", "C", "H", "H", "H", "H", "H", "H", "C", "O", "C", "O", "O", "C", "H", "H", "H", "H", "H", "H", "C", "C", "C", "O", "C", "H", "H", "H", "H", "H", "H", "H", "H"],
  "positions_angstrom": [[-0.828, 0.440, -0.777], [-0.455, -0.331, -2.546], [0.161, -0.830, -3.967], [1.360, -0.165, -4.155], [-0.720, -0.730, -5.016], [0.500, -2.317, -3.837], [-3.360, 3.926, -1.784], [-3.986, 3.171, -2.914], [-2.404, 3.032, -1.095], [-2.814, 0.598, 0.545], [3.108, 1.973, -1.797], [2.323, 3.066, -1.118], [1.220, 2.565, -0.653], [0.983, 1.383, -0.786], [0.356, 3.354, -0.030], [0.456, 4.789, -0.110], [3.827, 2.540, -2.374], [2.461, 1.326, -2.381], [3.653, 1.378, -1.091], [1.428, 5.160, 0.181], [-0.328, 5.178, 0.592], [0.246, 5.205, -1.077], [-2.079, 3.438, 2.052], [-1.420, 2.587, 2.931], [-0.603, 1.622, 2.553], [-0.427, 1.167, 1.472], [0.060, 1.289, 3.694], [0.922, 0.180, 3.517], [-1.584, 4.399, 2.067], [-3.070, 3.624, 2.377], [-2.202, 2.969, 1.086], [0.428, -0.576, 2.908], [1.241, -0.167, 4.498], [1.790, 0.471, 2.920], [-3.553, -2.548, -2.447], [-3.701, -2.520, -1.028], [-2.710, -2.139, -0.223], [-1.706, -1.595, -0.573], [-2.938, -2.677, 0.966], [-2.114, -2.299, 2.078], [-4.087, -3.415, -2.787], [-2.505, -2.588, -2.819], [-4.046, -1.656, -2.791], [-2.469, -2.861, 2.956], [-2.146, -1.241, 2.294], [-1.103, -2.610, 1.912], [3.057, -3.849, 0.669], [2.228, -2.947, 1.542], [1.991, -1.641, 0.705], [1.976, -2.055, -0.633], [2.861, -3.202, -0.733], [2.707, -4.883, 0.620], [4.092, -3.843, 1.007], [2.616, -2.763, 2.522], [1.233, -3.409, 1.633], [2.852, -0.956, 0.872], [1.026, -1.150, 0.913], [3.846, -2.988, -1.132], [2.351, -3.875, -1.411]]
}

Repeat the second record exactly.
{
  "formula": "C13H26ClGaO7P",
  "method": "the ωB97M-V functional and the def2-TZVPD basis",
  "homo_energy_ev": -4.2700,
  "multiplicity": 1,
  "orbital_gap_ev": 6.176,
  "charge": -1,
  "e_above_lowest_kj_mol": 247.0,
  "elements": ["C", "C", "C", "Ga", "C", "C", "P", "O", "Cl", "H", "H", "H", "H", "H", "H", "H", "H", "H", "H", "H", "H", "H", "H", "C", "C", "C", "O", "C", "O", "O", "H", "H", "H", "H", "H", "H", "C", "C", "C", "O", "C", "O", "O", "H", "H", "H", "H", "H", "H"],
  "positions_angstrom": [[9.737, -0.599, -0.061], [8.354, -0.749, -0.965], [7.175, -1.607, -0.216], [5.581, -0.492, 0.483], [5.542, 1.477, -0.142], [5.576, 1.683, -1.780], [3.631, -1.710, 0.051], [2.917, -1.125, -1.425], [2.170, -1.223, 1.565], [10.464, 0.161, -0.596], [9.411, -0.234, 1.022], [10.281, -1.648, -0.023], [8.664, -1.383, -1.928], [8.029, 0.302, -1.366], [6.796, -2.510, -0.897], [7.681, -2.137, 0.724], [5.733, -0.450, 2.105], [6.349, 2.149, 0.426], [4.491, 1.919, 0.211], [4.463, 1.734, -2.208], [6.162, 0.854, -2.361], [6.014, 2.777, -1.960], [2.021, -1.581, -1.507], [-1.253, -1.138, 1.414], [-2.580, -0.485, 1.081], [-2.734, 0.886, 1.668], [-4.136, 0.998, 1.832], [-4.614, -0.274, 1.977], [-5.748, -0.550, 2.333], [-3.653, -1.198, 1.675], [-0.411, -0.502, 1.127], [-1.181, -1.366, 2.483], [-1.161, -2.094, 0.886], [-2.736, -0.475, -0.004], [-2.362, 1.666, 0.997], [-2.257, 1.000, 2.647], [-7.778, 0.850, 0.697], [-8.784, 0.316, -0.303], [-8.214, 0.116, -1.675], [-9.345, 0.291, -2.510], [-10.206, 1.106, -1.832], [-11.194, 1.628, -2.323], [-9.815, 1.263, -0.532], [-6.885, 0.219, 0.741], [-7.480, 1.875, 0.450], [-8.225, 0.889, 1.696], [-9.244, -0.604, 0.077], [-7.792, -0.885, -1.805], [-7.458, 0.860, -1.949]]
}

Q: What is the charge in the second record?
A: -1

Q: Which formula does entry 3 have?
A: C13H26F2NO14S2Ti

Q: Which formula does entry 1 have?
A: C13H26Cl2O3SiV